1.
{
  "formula": "C5H10N2O",
  "method": "the ωB97M-V functional and the def2-TZVPD basis",
  "symbols": ["C", "C", "C", "N", "C", "C", "N", "O", "H", "H", "H", "H", "H", "H", "H", "H", "H", "H"],
  "positions_angstrom": [[-0.2914, 0.3630, 0.5798], [-2.7108, 0.4460, -0.7930], [2.8316, 0.6427, 0.5579], [-2.1063, 0.2609, 0.5144], [1.9625, -0.4739, 0.0292], [-0.0595, -0.7797, -0.1784], [-0.3341, -1.8769, -0.6208], [2.4345, -1.4769, -0.4489], [-2.3906, -0.6379, 0.9014], [0.5017, -2.4112, -0.9123], [-0.1303, 0.2922, 1.6489], [-0.1419, 1.3146, 0.0847], [-2.3012, 1.3476, -1.2587], [-3.7902, 0.6047, -0.6896], [-2.5687, -0.3922, -1.4910], [3.8909, 0.4127, 0.4264], [2.5866, 1.5679, 0.0334], [2.6172, 0.7962, 1.6166]],
  "e_lumo_ev": 0.672,
  "homo_energy_ev": -7.38,
  "spin_multiplicity": 1
}

2.
{
  "formula": "C5H10N2O",
  "method": "the ωB97M-V functional and the def2-TZVPD basis",
  "symbols": ["C", "C", "N", "C", "C", "N", "C", "O", "H", "H", "H", "H", "H", "H", "H", "H", "H", "H"],
  "positions_angstrom": [[-1.6146, -0.0727, -1.1516], [-0.7683, -0.0293, 0.1194], [-1.5394, 0.1519, 1.3296], [0.2916, -1.2389, 0.2914], [1.3364, -0.1686, 0.1810], [2.7163, -0.2676, 0.3498], [0.4613, 0.8335, 0.0314], [0.5202, 2.1869, -0.1818], [-2.1625, 0.8623, -1.2643], [-2.3298, -0.8932, -1.1000], [-0.9839, -0.2094, -2.0265], [-1.7544, 1.1332, 1.4687], [-2.4177, -0.3559, 1.3006], [0.2490, -1.9576, -0.5255], [0.2362, -1.7383, 1.2563], [3.0794, -1.1812, 0.1181], [3.2458, 0.4681, -0.0984], [1.4345, 2.4767, -0.0984]],
  "e_lumo_ev": 0.683,
  "homo_energy_ev": -7.53,
  "spin_multiplicity": 1,
  "smiles": "C[C@@]1(N)CC(N)=C1O"
}

3.
{
  "formula": "C5H10N2O",
  "method": "the ωB97M-V functional and the def2-TZVPD basis",
  "symbols": ["C", "C", "C", "C", "C", "H", "H", "H", "H", "H", "H", "H", "H", "H", "H", "N", "N", "O"],
  "positions_angstrom": [[2.0951, 1.5955, 0.5194], [0.7036, -0.1392, -0.2508], [-1.5992, 0.6416, 0.2357], [0.6695, -1.5116, 0.0412], [-0.5929, -2.4261, 0.4214], [1.1420, 2.2413, 0.3047], [2.2235, 1.3718, 1.5638], [2.8986, 2.3577, 0.0928], [-0.4650, 0.7288, -1.5058], [-0.9634, 0.9913, 1.6200], [-3.2923, 0.3422, -1.6642], [1.4007, -2.0801, 0.4896], [-1.0803, -1.7247, 1.4928], [-1.3294, -2.6464, -0.4623], [0.0976, -3.6936, 1.1511], [-0.4666, 0.4671, -0.5742], [-2.7711, 0.7924, -0.3060], [1.7969, 0.5418, -0.3402]],
  "e_lumo_ev": -0.473,
  "homo_energy_ev": -8.53,
  "spin_multiplicity": 1
}

4.
{
  "formula": "C5H10N2O",
  "method": "the ωB97M-V functional and the def2-TZVPD basis",
  "symbols": ["C", "C", "C", "C", "C", "N", "O", "N", "H", "H", "H", "H", "H", "H", "H", "H", "H", "H"],
  "positions_angstrom": [[1.8097, 0.0501, -0.6520], [-0.7848, 1.4173, -0.6853], [-0.3234, -0.7495, 0.5632], [0.5837, 0.3410, 0.1846], [-1.6076, -0.3623, 0.5029], [0.1008, -2.0745, 0.6643], [0.8748, 1.1944, 1.2419], [-2.8267, -0.4385, 0.4960], [1.4042, 1.9389, 0.9175], [-0.6147, -2.7781, 0.5362], [0.9455, -2.2500, 1.1940], [-3.1955, -1.3843, 0.3868], [2.1592, 0.9689, -1.1352], [2.6338, -0.3146, -0.0297], [1.5892, -0.6835, -1.4276], [-0.0135, 1.8981, -1.2948], [-1.2271, 2.1915, -0.0595], [-1.5077, 1.0351, -1.4034]],
  "e_lumo_ev": [0.737, 0.736],
  "homo_energy_ev": [-6.95, -6.95],
  "spin_multiplicity": 1
}

5.
{
  "formula": "C5H10N2O",
  "method": "the ωB97M-V functional and the def2-TZVPD basis",
  "symbols": ["C", "C", "C", "C", "N", "C", "N", "O", "H", "H", "H", "H", "H", "H", "H", "H", "H", "H"],
  "positions_angstrom": [[-1.7553, -0.5804, 1.9335], [-0.5301, -1.0614, 1.6626], [0.1112, -1.3651, 0.3950], [-0.2369, -0.2530, -0.7925], [0.3336, -0.9887, -1.9216], [0.4091, 1.0374, -0.3098], [1.1008, 1.7494, -1.2299], [0.4450, 1.4132, 0.8488], [-1.9151, -0.0112, 2.8285], [-2.6506, -0.7932, 1.3059], [0.2859, -0.7969, 2.4367], [1.1989, -1.4873, 0.3150], [-0.0522, -2.4066, -0.0641], [-1.3293, -0.3926, -0.7135], [0.8895, -0.5781, -2.6496], [-0.4284, -1.4373, -2.3997], [0.8717, 1.5567, -2.2133], [1.5644, 2.6007, -0.9464]],
  "e_lumo_ev": 0.757,
  "homo_energy_ev": -8.72,
  "spin_multiplicity": 1,
  "smiles": "C=CC[C@H](N)C(N)=O"
}

6.
{
  "formula": "C5H10N2O",
  "method": "the ωB97M-V functional and the def2-TZVPD basis",
  "symbols": ["C", "C", "C", "N", "C", "N", "H", "H", "H", "H", "H", "H", "C", "O", "H", "H", "H", "H"],
  "positions_angstrom": [[1.0787, -0.8868, 1.9543], [0.4481, 0.1591, 1.1170], [0.9254, 1.2633, 0.4586], [-0.1488, 2.0838, 0.1606], [-1.2650, 1.4924, 0.7488], [-0.9101, 0.3846, 1.3240], [1.6504, -1.6012, 1.3493], [0.2689, -1.4621, 2.4263], [1.8849, -0.5184, 2.6137], [1.7606, 1.3360, -0.2089], [0.1579, 2.8536, -0.4135], [-2.2420, 1.9296, 0.6580], [-0.5985, -1.5069, -2.0850], [-0.0734, -0.1983, -2.1057], [-0.5355, -1.9939, -1.0941], [-1.6326, -1.5678, -2.4686], [-0.0620, -2.0512, -2.8592], [-0.7073, 0.2842, -1.5754]],
  "e_lumo_ev": 0.863,
  "homo_energy_ev": -8.64,
  "spin_multiplicity": 1,
  "smiles": "Cc1c[nH]cn1.CO"
}

7.
{
  "formula": "C5H10N2O",
  "method": "the ωB97M-V functional and the def2-TZVPD basis",
  "symbols": ["C", "C", "C", "C", "C", "H", "H", "H", "H", "H", "H", "H", "H", "H", "H", "N", "N", "O"],
  "positions_angstrom": [[-0.4448, 0.7687, -2.2662], [-0.5514, 1.5672, 0.1061], [-0.0972, 0.9645, 1.4056], [-0.1481, -0.4629, 1.9224], [0.6970, -1.8127, -1.4486], [-0.8560, 1.8907, -2.0042], [0.4053, 0.6451, -2.8723], [-1.2280, 0.4152, -2.8608], [-1.6513, 1.7960, 0.1026], [-0.0166, 2.6818, -0.4899], [-0.8106, 1.5260, 2.1982], [1.0326, 1.3700, 1.2394], [-1.0916, -1.0156, 1.9495], [0.4047, -2.8837, -0.8469], [1.2925, -1.6056, -2.4938], [-0.1505, 0.3934, -0.9090], [-0.0682, -0.8603, -0.6428], [0.9147, -0.9624, 2.3282]],
  "e_lumo_ev": 0.578,
  "homo_energy_ev": -7.89,
  "spin_multiplicity": 1
}

8.
{
  "formula": "C5H10N2O",
  "method": "the ωB97M-V functional and the def2-TZVPD basis",
  "symbols": ["C", "C", "C", "N", "C", "C", "N", "O", "H", "H", "H", "H", "H", "H", "H", "H", "H", "H"],
  "positions_angstrom": [[0.3764, 2.0398, 0.4448], [-0.2264, 0.6649, 0.3413], [-1.5234, 0.4588, 0.4648], [-2.6625, 0.4468, 0.8253], [0.5746, -0.5600, 0.0180], [-0.5462, -1.5430, -0.8606], [1.7249, -0.3998, -0.7831], [1.0079, -1.1944, 1.1761], [1.1244, 2.2253, -0.3316], [-0.3929, 2.8095, 0.3318], [0.8538, 2.1802, 1.4200], [-3.2422, 1.1573, 0.3723], [0.1207, -2.2376, -1.3839], [-1.1676, -2.1825, -0.2276], [-1.0886, -1.0235, -1.6569], [2.2192, 0.4635, -0.5881], [2.2755, -1.2507, -0.8286], [0.5725, -2.0546, 1.2660]],
  "e_lumo_ev": 0.835,
  "homo_energy_ev": -8.13,
  "spin_multiplicity": 1,
  "smiles": "CC(=C=N)[C@@](C)(N)O"
}

9.
{
  "formula": "C5H10N2O",
  "method": "the ωB97M-V functional and the def2-TZVPD basis",
  "symbols": ["H", "N", "C", "N", "C", "C", "C", "C", "O", "H", "H", "H", "H", "H", "H", "H", "H", "H"],
  "positions_angstrom": [[-1.8533, -2.7445, -1.9246], [-0.8737, -2.9930, -1.9175], [-0.0723, -2.5031, -1.0769], [-0.4443, -1.6205, -0.0639], [0.5407, -0.7568, 0.5432], [0.6554, 0.6468, -0.0794], [-0.2836, 1.6244, 0.6241], [0.0706, 3.0711, 0.5173], [-0.6620, 3.9943, 0.7667], [0.9407, -2.8804, -1.1498], [-1.2322, -1.8462, 0.5160], [1.5424, -1.1794, 0.6937], [0.2486, -0.6679, 1.5924], [1.6677, 1.0438, -0.1481], [0.3122, 0.5073, -1.0868], [-0.3567, 1.4387, 1.7013], [-1.3036, 1.5256, 0.2715], [1.1034, 3.3397, 0.2207]],
  "e_lumo_ev": 0.853,
  "homo_energy_ev": -9.35,
  "spin_multiplicity": 1,
  "smiles": "[H]/N=C\\NCCCC=O"
}

10.
{
  "formula": "C5H10N2O",
  "method": "the ωB97M-V functional and the def2-TZVPD basis",
  "symbols": ["C", "C", "C", "N", "C", "N", "H", "H", "H", "H", "H", "H", "C", "O", "H", "H", "H", "H"],
  "positions_angstrom": [[-2.3643, 2.2173, -1.2122], [-1.5009, 1.3482, -0.3660], [-0.5560, 1.7658, 0.5540], [-0.0951, 0.5893, 1.1046], [-0.8365, -0.4204, 0.5950], [-1.7216, 0.0000, -0.2825], [-2.4630, 3.1466, -0.7239], [-3.4093, 1.8144, -1.3699], [-1.9801, 2.2569, -2.2248], [-0.1709, 2.7438, 0.7487], [0.6348, 0.5367, 1.7952], [-0.8841, -1.4835, 0.8471], [2.7477, -2.2870, 0.3815], [2.3158, -2.5183, -0.9704], [3.5283, -3.0416, 0.4960], [1.9471, -2.1900, 1.1014], [3.0844, -1.2059, 0.3997], [1.7237, -3.2722, -0.8734]],
  "e_lumo_ev": 0.693,
  "homo_energy_ev": -8.52,
  "spin_multiplicity": 1,
  "smiles": "Cc1c[nH]cn1.CO"
}

ΔE to the lowest compared entry with this formula, charge and spin? In order: 484.9, 162.7, 1099.3, 492.6, 225.9, 153.0, 777.1, 294.7, 167.9, 146.1 kJ/mol.